No. 1
{
  "formula": "C16H24O16Rb4S",
  "method": "the ωB97M-V functional and the def2-TZVPD basis",
  "symbols": ["Rb", "Rb", "Rb", "Rb", "S", "O", "O", "O", "O", "C", "C", "C", "O", "C", "O", "O", "H", "H", "H", "H", "H", "H", "C", "C", "C", "O", "C", "O", "O", "H", "H", "H", "H", "H", "H", "C", "C", "C", "O", "C", "O", "O", "H", "H", "H", "H", "H", "H", "C", "C", "C", "O", "C", "O", "O", "H", "H", "H", "H", "H", "H"],
  "coordinates": [[-3.300, -0.836, -0.322], [-0.939, -0.201, -3.655], [2.887, -0.011, -1.559], [-2.446, 3.111, -1.301], [-0.207, 0.554, -0.306], [0.144, 1.321, -1.556], [-1.333, 1.199, 0.401], [-0.622, -0.798, -0.763], [0.988, 0.498, 0.534], [1.134, -1.020, 5.030], [0.827, -1.017, 3.555], [1.548, -2.102, 2.749], [0.543, -2.656, 1.902], [-0.665, -2.244, 2.323], [-1.704, -2.599, 1.857], [-0.554, -1.403, 3.361], [2.107, -0.561, 5.211], [1.132, -2.028, 5.439], [0.386, -0.429, 5.559], [0.970, -0.033, 3.117], [1.968, -2.873, 3.398], [2.372, -1.695, 2.162], [0.782, 3.656, -3.762], [1.973, 2.920, -4.316], [1.975, 2.753, -5.841], [3.317, 2.982, -6.201], [3.939, 3.679, -5.206], [4.996, 4.179, -5.289], [3.147, 3.686, -4.089], [-0.146, 3.144, -4.080], [0.709, 4.650, -4.204], [0.788, 3.692, -2.677], [2.088, 1.950, -3.806], [1.309, 3.467, -6.335], [1.685, 1.753, -6.168], [1.022, -5.310, -0.922], [0.204, -4.068, -1.160], [0.097, -3.668, -2.648], [-1.284, -3.307, -2.814], [-1.993, -3.847, -1.773], [-3.171, -3.828, -1.663], [-1.173, -4.290, -0.826], [2.082, -5.047, -0.977], [0.777, -6.146, -1.571], [0.875, -5.620, 0.116], [0.587, -3.272, -0.525], [0.330, -4.524, -3.277], [0.725, -2.805, -2.871], [-0.708, 2.404, 3.413], [-2.176, 2.575, 3.128], [-2.997, 1.298, 3.092], [-4.230, 1.667, 3.706], [-4.037, 2.792, 4.446], [-4.836, 3.274, 5.166], [-2.787, 3.276, 4.223], [-0.576, 1.881, 4.363], [-0.247, 3.385, 3.544], [-0.194, 1.862, 2.622], [-2.345, 3.204, 2.244], [-2.526, 0.521, 3.700], [-3.221, 0.905, 2.102]],
  "atomic_forces_ev_per_a": [[-0.3, -0.9, 0.7], [0.1, -0.4, 0.0], [0.0, 0.2, 0.4], [0.3, 0.4, 0.3], [1.0, -0.1, 0.2], [-0.5, 0.4, -0.4], [-0.5, 0.2, -0.5], [-0.1, -0.2, -0.5], [-0.1, -0.3, -0.1], [0.0, 0.3, 0.0], [0.0, -0.5, 0.2], [0.6, 0.3, 0.4], [0.1, 0.0, -0.2], [0.1, 0.2, 0.5], [-0.3, 0.2, -0.5], [-0.1, 0.2, -0.3], [0.0, -0.1, 0.0], [0.0, 0.0, 0.0], [0.0, 0.0, 0.0], [-0.1, 0.0, -0.1], [-0.2, -0.1, 0.0], [-0.2, 0.0, -0.2], [-0.8, -0.2, -0.4], [0.0, 0.2, -0.1], [-0.4, -0.3, 0.1], [0.1, 0.2, 0.1], [-0.3, -0.3, -0.2], [0.3, 0.1, 0.1], [0.1, -0.1, 0.1], [0.2, -0.1, 0.1], [0.2, 0.1, 0.2], [0.1, 0.1, 0.0], [0.0, 0.0, -0.1], [0.1, 0.1, 0.1], [0.1, 0.0, 0.0], [0.1, 0.2, 0.8], [0.1, -0.3, -0.5], [0.0, -0.1, 0.7], [0.0, 0.0, -0.2], [0.9, 0.3, 0.9], [-0.8, 0.5, -0.5], [0.1, -0.3, -0.1], [0.0, -0.2, -0.3], [0.0, 0.0, -0.2], [-0.1, -0.1, -0.1], [-0.3, 0.2, 0.0], [0.0, 0.1, -0.3], [0.0, 0.0, -0.2], [0.1, 0.2, 0.3], [-0.1, 0.2, 0.2], [-0.1, -0.3, 0.3], [-0.1, 0.1, -0.1], [0.2, 0.0, -0.1], [-0.2, 0.1, 0.1], [0.0, 0.0, 0.0], [-0.1, -0.1, -0.1], [0.0, 0.0, -0.1], [-0.1, 0.0, -0.1], [0.1, -0.2, -0.1], [0.0, -0.1, -0.1], [0.2, 0.1, 0.0]],
  "e_lumo_ev": -6.74,
  "de_lowest_kj_mol": 0.00,
  "total_charge": 2
}



No. 2
{
  "formula": "C16H24Si2",
  "method": "the ωB97M-V functional and the def2-TZVPD basis",
  "symbols": ["C", "C", "C", "C", "C", "C", "C", "C", "C", "C", "C", "C", "C", "C", "C", "C", "Si", "Si", "H", "H", "H", "H", "H", "H", "H", "H", "H", "H", "H", "H", "H", "H", "H", "H", "H", "H", "H", "H", "H", "H", "H", "H"],
  "coordinates": [[-0.101, -1.703, -2.890], [-0.248, -2.721, -1.957], [0.134, 1.526, 0.678], [0.058, 0.508, 1.626], [0.061, -0.417, -2.492], [-0.193, -2.427, -0.652], [0.087, 1.269, -0.649], [0.027, -0.811, 1.244], [0.074, -0.078, -1.123], [0.021, -1.112, -0.165], [-0.177, 4.390, -0.848], [-1.013, 2.605, -3.262], [1.876, 3.005, -2.482], [-0.103, -1.218, 4.337], [1.216, -3.301, 2.479], [-1.803, -2.894, 2.528], [0.137, 2.785, -1.791], [-0.159, -2.004, 2.644], [-0.073, -1.927, -3.956], [-0.303, -3.754, -2.303], [0.159, 2.528, 1.031], [0.189, 0.776, 2.661], [0.231, 0.375, -3.188], [-0.222, -3.227, 0.061], [-1.196, 4.481, -0.468], [0.539, 4.479, -0.035], [-0.007, 5.207, -1.576], [-1.995, 2.305, -2.954], [-1.069, 3.606, -3.723], [-0.583, 1.867, -3.941], [2.119, 2.109, -3.043], [2.618, 3.162, -1.690], [1.898, 3.859, -3.150], [-0.632, -0.318, 4.425], [0.929, -1.070, 4.595], [-0.509, -1.949, 5.088], [1.905, -3.257, 3.321], [0.807, -4.322, 2.441], [1.800, -3.083, 1.597], [-1.842, -3.652, 3.303], [-1.995, -3.383, 1.572], [-2.663, -2.213, 2.709]],
  "atomic_forces_ev_per_a": [[0.2, 0.3, -1.4], [0.1, -0.9, -0.9], [-0.4, -0.1, 0.1], [0.9, -0.6, -0.1], [0.1, 0.2, 0.5], [0.6, 0.1, 1.5], [0.4, 0.8, -1.3], [-0.3, 0.6, -0.1], [-0.1, 0.2, 0.8], [-0.8, -0.2, 0.2], [-0.3, -0.2, -0.6], [0.7, 0.7, 0.2], [-0.3, -0.2, 0.4], [0.2, -2.0, 0.3], [-0.4, 0.0, 0.5], [-0.7, 0.5, -0.1], [0.5, 0.2, 0.0], [-0.1, -1.3, -0.1], [-0.1, 0.0, 0.2], [-0.2, 0.2, 0.2], [0.0, 0.8, 0.2], [-0.3, 0.0, 0.3], [0.0, 0.1, -0.4], [-0.1, -0.3, 0.3], [0.1, 0.0, 0.1], [0.0, 0.2, 0.1], [0.0, -0.3, 0.4], [-0.6, -0.2, 0.0], [0.0, -0.5, -0.1], [-0.3, 0.4, -0.2], [0.3, -0.1, -0.2], [-0.1, -0.1, -0.2], [0.1, 0.2, -0.2], [-0.8, 1.3, 0.2], [0.6, 0.3, 0.3], [0.3, 0.6, -0.7], [0.0, 0.0, 0.1], [0.2, 0.3, -0.1], [0.2, -0.2, -0.4], [0.0, -0.3, 0.2], [0.1, 0.0, 0.0], [0.5, -0.3, -0.1]],
  "e_lumo_ev": 0.49,
  "smiles": "C[Si](C)(C)c1ccc([Si](C)(C)C)c2ccccc12"
}



Copy entry 2 word for word.
{
  "formula": "C16H24Si2",
  "method": "the ωB97M-V functional and the def2-TZVPD basis",
  "symbols": ["C", "C", "C", "C", "C", "C", "C", "C", "C", "C", "C", "C", "C", "C", "C", "C", "Si", "Si", "H", "H", "H", "H", "H", "H", "H", "H", "H", "H", "H", "H", "H", "H", "H", "H", "H", "H", "H", "H", "H", "H", "H", "H"],
  "coordinates": [[-0.101, -1.703, -2.890], [-0.248, -2.721, -1.957], [0.134, 1.526, 0.678], [0.058, 0.508, 1.626], [0.061, -0.417, -2.492], [-0.193, -2.427, -0.652], [0.087, 1.269, -0.649], [0.027, -0.811, 1.244], [0.074, -0.078, -1.123], [0.021, -1.112, -0.165], [-0.177, 4.390, -0.848], [-1.013, 2.605, -3.262], [1.876, 3.005, -2.482], [-0.103, -1.218, 4.337], [1.216, -3.301, 2.479], [-1.803, -2.894, 2.528], [0.137, 2.785, -1.791], [-0.159, -2.004, 2.644], [-0.073, -1.927, -3.956], [-0.303, -3.754, -2.303], [0.159, 2.528, 1.031], [0.189, 0.776, 2.661], [0.231, 0.375, -3.188], [-0.222, -3.227, 0.061], [-1.196, 4.481, -0.468], [0.539, 4.479, -0.035], [-0.007, 5.207, -1.576], [-1.995, 2.305, -2.954], [-1.069, 3.606, -3.723], [-0.583, 1.867, -3.941], [2.119, 2.109, -3.043], [2.618, 3.162, -1.690], [1.898, 3.859, -3.150], [-0.632, -0.318, 4.425], [0.929, -1.070, 4.595], [-0.509, -1.949, 5.088], [1.905, -3.257, 3.321], [0.807, -4.322, 2.441], [1.800, -3.083, 1.597], [-1.842, -3.652, 3.303], [-1.995, -3.383, 1.572], [-2.663, -2.213, 2.709]],
  "atomic_forces_ev_per_a": [[0.2, 0.3, -1.4], [0.1, -0.9, -0.9], [-0.4, -0.1, 0.1], [0.9, -0.6, -0.1], [0.1, 0.2, 0.5], [0.6, 0.1, 1.5], [0.4, 0.8, -1.3], [-0.3, 0.6, -0.1], [-0.1, 0.2, 0.8], [-0.8, -0.2, 0.2], [-0.3, -0.2, -0.6], [0.7, 0.7, 0.2], [-0.3, -0.2, 0.4], [0.2, -2.0, 0.3], [-0.4, 0.0, 0.5], [-0.7, 0.5, -0.1], [0.5, 0.2, 0.0], [-0.1, -1.3, -0.1], [-0.1, 0.0, 0.2], [-0.2, 0.2, 0.2], [0.0, 0.8, 0.2], [-0.3, 0.0, 0.3], [0.0, 0.1, -0.4], [-0.1, -0.3, 0.3], [0.1, 0.0, 0.1], [0.0, 0.2, 0.1], [0.0, -0.3, 0.4], [-0.6, -0.2, 0.0], [0.0, -0.5, -0.1], [-0.3, 0.4, -0.2], [0.3, -0.1, -0.2], [-0.1, -0.1, -0.2], [0.1, 0.2, -0.2], [-0.8, 1.3, 0.2], [0.6, 0.3, 0.3], [0.3, 0.6, -0.7], [0.0, 0.0, 0.1], [0.2, 0.3, -0.1], [0.2, -0.2, -0.4], [0.0, -0.3, 0.2], [0.1, 0.0, 0.0], [0.5, -0.3, -0.1]],
  "e_lumo_ev": 0.49,
  "smiles": "C[Si](C)(C)c1ccc([Si](C)(C)C)c2ccccc12"
}